{
  "formula": "C5H13N2O",
  "method": "ωB97M-V/def2-TZVPD",
  "elements": ["C", "O", "C", "C", "C", "C", "N", "N", "H", "H", "H", "H", "H", "H", "H", "H", "H", "H", "H", "H", "H"],
  "positions_angstrom": [[0.8145, 0.2746, 1.5200], [0.5022, 0.4567, 2.8780], [-0.4041, 0.6814, 0.6952], [-0.3154, 0.8209, -0.7892], [0.2636, -0.3197, -1.6707], [1.5574, -0.6383, -1.5633], [-0.6435, -0.7223, -2.6222], [-1.4626, -0.4098, 1.0625], [1.1514, -0.7725, 1.4363], [1.7177, 0.8010, 1.2078], [0.8346, 1.2451, 3.2729], [-0.9270, 1.5654, 1.0746], [0.3858, 1.5895, -1.1264], [-1.2592, 1.2350, -1.1888], [2.1849, -0.5818, -0.7000], [2.0919, -1.0534, -2.4179], [-1.6034, -0.5089, -2.4376], [-0.4785, -1.5507, -3.1779], [-0.9597, -1.2969, 1.1189], [-2.1464, -0.4755, 0.3102], [-1.9119, -0.1861, 1.9437]],
  "mulliken_charge": [-0.87, -0.53, 0.23, -1.21, 0.74, -1.16, -0.43, -0.29, 0.44, 0.42, 0.34, 0.33, 0.34, 0.59, 0.21, 0.31, 0.21, 0.26, 0.37, 0.33, 0.35],
  "orbital_gap_ha": 0.303,
  "e_homo_ev": -11.70,
  "smiles": "C=C(N)C[C@@H]([NH3+])CO",
  "spin_multiplicity": 1,
  "e_above_lowest_kj_mol": 241.70,
  "total_charge": 1
}

---

{
  "formula": "C5H13N2O",
  "method": "ωB97M-V/def2-TZVPD",
  "elements": ["C", "O", "C", "C", "C", "N", "C", "N", "H", "H", "H", "H", "H", "H", "H", "H", "H", "H", "H", "H", "H"],
  "positions_angstrom": [[-1.4367, 1.6130, -0.4161], [-2.2324, 2.4161, 0.4247], [-0.0863, 1.4636, 0.2962], [0.9894, 0.7976, -0.6136], [1.6164, -0.5602, -0.1880], [-0.5114, -2.5440, -0.2311], [0.0257, -2.1047, 0.8881], [0.9734, -1.2159, 0.9626], [-1.3523, 1.9211, -1.4628], [-1.9204, 0.6268, -0.4714], [-2.8540, 2.9118, -0.0788], [-0.0182, 0.9960, 1.2781], [0.2607, 2.4947, 0.4188], [0.4922, 0.6281, -1.5733], [1.8216, 1.4433, -0.8684], [1.8154, -1.2566, -0.9953], [2.6240, -0.3114, 0.1598], [0.0670, -2.5738, -1.0612], [-1.1247, -3.3458, -0.2028], [-0.3468, -2.4706, 1.8394], [1.1975, -0.9290, 1.8950]],
  "mulliken_charge": [-0.57, -0.50, -0.49, -0.62, -0.85, -0.34, 0.11, -0.07, 0.40, 0.23, 0.31, 0.37, 0.29, 0.38, 0.40, 0.38, 0.35, 0.23, 0.29, 0.40, 0.29],
  "orbital_gap_ha": 0.355,
  "e_homo_ev": -13.24,
  "smiles": "N/C=[NH+]\\CCCCO",
  "spin_multiplicity": 1,
  "e_above_lowest_kj_mol": 148.01,
  "total_charge": 1
}

---

{
  "formula": "C5H13N2O",
  "method": "ωB97M-V/def2-TZVPD",
  "elements": ["O", "C", "N", "C", "C", "N", "C", "C", "H", "H", "H", "H", "H", "H", "H", "H", "H", "H", "H", "H", "H"],
  "positions_angstrom": [[-0.5328, 1.1136, 1.3904], [-0.4270, 0.1182, 0.6311], [-0.8711, -1.0593, 1.1910], [-1.1140, -2.3904, 0.5044], [0.1055, 0.1348, -0.6918], [1.2434, 1.2234, -0.9346], [2.4556, 0.7597, -0.0741], [-1.0894, 0.3373, -1.6246], [-1.3166, -0.9835, 2.0790], [-2.1370, -2.6138, -0.0070], [-0.9866, -3.2462, 1.2911], [-0.3202, -2.4930, -0.1972], [0.6803, -0.7864, -0.9138], [0.8835, 2.1011, -0.5610], [1.5313, 1.3645, -1.9936], [2.4478, -0.3668, 0.0537], [2.3407, 1.2322, 0.9023], [3.4344, 1.1173, -0.5057], [-1.7913, 1.1681, -1.4976], [-0.8903, 0.1923, -2.6940], [-1.8046, -0.5013, -1.3437]],
  "mulliken_charge": [-0.65, 0.57, -0.13, -0.79, -0.13, -0.24, -0.72, -1.27, 0.28, 0.26, 0.31, 0.33, 0.33, 0.41, 0.42, 0.29, 0.33, 0.35, 0.37, 0.40, 0.27],
  "orbital_gap_ha": 0.374,
  "e_homo_ev": -13.56,
  "smiles": "CNC(=O)[C@@H](C)[NH2+]C",
  "spin_multiplicity": 1,
  "e_above_lowest_kj_mol": 205.27,
  "total_charge": 1
}

---

{
  "formula": "C5H13N2O",
  "method": "ωB97M-V/def2-TZVPD",
  "elements": ["C", "C", "C", "C", "C", "N", "N", "O", "H", "H", "H", "H", "H", "H", "H", "H", "H", "H", "H", "H", "H"],
  "positions_angstrom": [[1.2958, -0.5785, 0.7814], [-0.3985, -1.3638, -0.8423], [1.0063, 0.4084, -0.4334], [1.1055, 1.8345, 0.0093], [-1.8377, 1.0106, 0.1268], [-0.2604, 0.0209, -0.8818], [0.6670, -1.7862, 0.3234], [-2.7875, 0.1171, 0.4439], [2.2962, -0.7582, 1.0307], [0.7887, -0.0648, 1.5801], [-1.4425, -1.5359, -0.4603], [-0.0051, -2.0859, -1.6549], [1.6695, 0.1125, -1.2675], [0.3911, 1.9764, 0.8232], [0.7549, 2.4851, -0.7808], [2.0992, 2.1376, 0.3918], [-1.9455, 1.5541, -0.7162], [-1.4831, 1.4530, 1.0524], [1.2913, -2.4552, -0.1662], [0.1467, -2.4301, 1.0719], [-3.3520, -0.0517, -0.4315]],
  "mulliken_charge": [-0.79, -0.44, 0.24, -1.42, -0.22, -0.34, -0.24, -0.49, 0.45, 0.32, 0.30, 0.31, 0.39, 0.29, 0.36, 0.36, 0.37, 0.36, 0.41, 0.36, 0.42],
  "orbital_gap_ha": 0.351,
  "e_homo_ev": -12.73,
  "spin_multiplicity": 1,
  "e_above_lowest_kj_mol": 418.86,
  "total_charge": 1
}

---

{
  "formula": "C5H13N2O",
  "method": "ωB97M-V/def2-TZVPD",
  "elements": ["C", "N", "C", "C", "O", "C", "N", "C", "H", "H", "H", "H", "H", "H", "H", "H", "H", "H", "H", "H", "H"],
  "positions_angstrom": [[-1.4714, -0.4956, 0.3750], [-0.5396, -1.2395, -0.5807], [0.3788, -2.2263, 0.0008], [1.8114, -1.8031, -0.4733], [2.2171, -0.6876, -0.2788], [-0.6025, 0.7185, 0.9436], [0.2831, 1.2598, -0.0988], [0.0505, 2.7083, -0.3282], [-1.6944, -1.1791, 1.2153], [-2.3583, -0.3785, -0.2329], [-1.0125, -1.5869, -1.3850], [0.3601, -3.2897, -0.2662], [0.2556, -2.1741, 1.0917], [2.4799, -2.5146, -0.9769], [-0.0814, 0.4847, 1.8543], [-1.5009, 1.5006, 1.1199], [0.1036, 0.6462, -0.9251], [1.2896, 1.0398, 0.0357], [0.8010, 3.0513, -1.0407], [-0.9707, 2.9510, -0.6993], [0.2011, 3.2148, 0.6498]],
  "mulliken_charge": [-0.73, -0.37, -0.55, 0.01, -0.50, -0.38, -0.15, -0.94, 0.36, 0.42, 0.20, 0.35, 0.29, 0.38, 0.29, 0.32, 0.42, 0.46, 0.37, 0.34, 0.41],
  "orbital_gap_ha": 0.383,
  "e_homo_ev": -13.41,
  "smiles": "C[NH2+]CCNCC=O",
  "spin_multiplicity": 1,
  "e_above_lowest_kj_mol": 234.78,
  "total_charge": 1
}

---

{
  "formula": "C5H13N2O",
  "method": "ωB97M-V/def2-TZVPD",
  "elements": ["N", "C", "C", "C", "N", "C", "C", "O", "H", "H", "H", "H", "H", "H", "H", "H", "H", "H", "H", "H", "H"],
  "positions_angstrom": [[0.0938, 0.6798, -2.6895], [1.5176, -0.6413, 0.7015], [2.6763, -1.5290, 0.8961], [1.0314, 0.4007, 1.4152], [-1.4922, 1.5023, 0.0570], [-2.1675, 0.6257, 0.9306], [-2.0961, -0.3759, -0.1969], [-1.2851, -1.2983, -0.0722], [-0.4420, 0.8816, -1.8615], [0.4769, 1.4636, -3.1950], [-0.4008, 0.0837, -3.3407], [1.0689, -0.5927, -0.3142], [3.0431, -1.6252, 1.9257], [2.2673, -2.4769, 0.5624], [3.5197, -1.2740, 0.2427], [1.1369, 0.3592, 2.4998], [0.3903, 1.1521, 1.0405], [-2.0371, 2.2163, -0.4554], [-3.1487, 0.8091, 1.3503], [-1.4163, 0.1590, 1.5741], [-2.7364, -0.5197, -1.0704]],
  "mulliken_charge": [-0.52, 0.41, -1.02, -0.98, -0.30, -0.27, 0.01, -0.27, 0.12, 0.25, 0.24, 0.23, 0.34, 0.30, 0.29, 0.26, 0.50, 0.27, 0.38, 0.27, 0.50],
  "orbital_gap_ha": 0.155,
  "e_homo_ev": -13.01,
  "spin_multiplicity": 1,
  "e_above_lowest_kj_mol": 852.89,
  "total_charge": 1
}

---

{
  "formula": "C5H13N2OS",
  "method": "ωB97M-V/def2-TZVPD",
  "elements": ["C", "C", "C", "C", "C", "N", "N", "O", "S", "H", "H", "H", "H", "H", "H", "H", "H", "H", "H", "H", "H", "H"],
  "positions_angstrom": [[-0.7809, 1.9104, 0.5187], [-1.8656, -1.4626, 0.0553], [-2.8823, 0.5407, -1.3181], [4.2040, 0.3599, 0.6672], [-2.3425, 0.0078, 0.0793], [3.0010, -1.9368, 0.6733], [-1.3242, 0.8065, 0.5755], [2.4281, -0.1621, -1.2164], [3.3391, -0.8829, -0.3477], [0.0814, 2.1144, 1.0915], [-1.0096, 2.6743, -0.1792], [-2.8115, -2.0430, -0.2350], [-1.0245, -1.4673, -0.6348], [-1.5660, -1.9300, 1.0290], [-3.7880, 0.0357, -1.6556], [-2.1066, 0.5454, -2.1069], [-3.3173, 1.6061, -1.2021], [5.0751, -0.0350, 1.1285], [4.1902, 1.3446, 0.1315], [3.5210, 0.4277, 1.4857], [-3.2702, 0.1201, 0.7974], [2.2493, -2.5737, 0.6628]],
  "mulliken_charge": [-0.19, -1.17, -1.26, -0.80, 0.48, -0.50, 0.11, -0.56, 0.66, 0.30, 0.31, 0.33, 0.36, 0.36, 0.39, 0.37, 0.37, 0.37, 0.30, 0.27, 0.22, 0.26],
  "s2": 2.02,
  "orbital_gap_ha": [0.230, 0.194],
  "e_homo_ev": [-11.06, -13.15],
  "spin_multiplicity": 3,
  "e_above_lowest_kj_mol": 31.63,
  "total_charge": 1
}

---

{
  "formula": "C5H13N2S",
  "method": "ωB97M-V/def2-TZVPD",
  "elements": ["C", "N", "C", "C", "S", "C", "C", "N", "H", "H", "H", "H", "H", "H", "H", "H", "H", "H", "H", "H", "H"],
  "positions_angstrom": [[0.9062, -0.9275, -0.8520], [0.5222, 0.4833, -0.5847], [0.1014, 0.5268, 0.8442], [-1.2380, 1.2771, 0.8922], [-2.1874, 0.9560, 2.3955], [1.1113, 1.2876, 1.7054], [-0.3959, -1.7212, -1.0749], [-1.0469, -1.5192, -2.3725], [1.4002, -1.3902, -0.0163], [1.4550, -0.9188, -1.7957], [1.3822, 1.0235, -0.5410], [-0.0866, -0.4701, 1.2237], [-1.9558, 1.0268, 0.1084], [-1.0544, 2.3514, 0.8461], [1.0073, 2.3597, 1.5513], [0.9259, 1.1351, 2.7659], [2.0950, 0.8919, 1.4432], [-0.2353, -2.7748, -0.8429], [-1.0712, -1.4097, -0.2722], [-0.3043, -1.6350, -3.0514], [-1.3310, -0.5528, -2.3720]],
  "mulliken_charge": [-0.57, -0.44, 0.35, -0.94, -0.10, -1.47, -0.53, -0.64, 0.29, 0.45, 0.29, 0.29, 0.28, 0.38, 0.37, 0.38, 0.44, 0.39, 0.22, 0.26, 0.30],
  "s2": 0.75,
  "orbital_gap_ha": [0.374, 0.258],
  "e_homo_ev": [-9.20, -8.85],
  "spin_multiplicity": 2,
  "e_above_lowest_kj_mol": 22.04,
  "total_charge": 0
}

---

{
  "formula": "C5H13N3",
  "method": "ωB97M-V/def2-TZVPD",
  "elements": ["C", "C", "C", "N", "H", "H", "H", "H", "H", "H", "H", "C", "N", "C", "N", "H", "H", "H", "H", "H", "H"],
  "positions_angstrom": [[1.8794, -2.4601, 0.0399], [1.7476, -0.9845, -0.1869], [2.6389, -0.0963, 0.2283], [2.6077, 1.2840, -0.0084], [2.7283, -2.6830, 0.6896], [0.9801, -2.8606, 0.5188], [2.0267, -3.0080, -0.8940], [0.8642, -0.6608, -0.7231], [3.4912, -0.4403, 0.8034], [3.1991, 1.7821, 0.6394], [1.6802, 1.6885, 0.0100], [-3.5300, 0.9452, -0.9433], [-2.4149, 1.4950, -0.1910], [-1.4879, 0.6186, 0.3255], [-0.8549, 0.8819, 1.3929], [-4.0264, 1.7294, -1.5086], [-3.1409, 0.2227, -1.6554], [-4.2738, 0.4506, -0.3204], [-2.6486, 2.1963, 0.5022], [-1.3318, -0.2821, -0.2680], [-0.1342, 0.1814, 1.5492]],
  "mulliken_charge": [-1.11, -0.09, -0.24, -0.55, 0.32, 0.25, 0.29, 0.36, 0.23, 0.25, 0.27, -0.83, -0.26, 0.14, -0.75, 0.28, 0.33, 0.30, 0.26, 0.25, 0.31],
  "orbital_gap_ha": 0.335,
  "e_homo_ev": -8.07,
  "smiles": "[H]/N=C/NC.C/C=C/N",
  "spin_multiplicity": 1,
  "e_above_lowest_kj_mol": 102.18,
  "total_charge": 0
}

---

{
  "formula": "C5H13N3",
  "method": "ωB97M-V/def2-TZVPD",
  "elements": ["C", "C", "C", "C", "H", "H", "H", "H", "H", "H", "C", "N", "N", "N", "H", "H", "H", "H", "H", "H", "H"],
  "positions_angstrom": [[1.7060, -0.5535, -1.2136], [2.0593, 0.8210, -1.8018], [0.3995, -1.0289, -1.6509], [-0.6951, -1.3884, -2.0009], [2.4567, -1.2931, -1.5100], [1.7174, -0.4908, -0.1145], [2.0621, 0.8026, -2.8928], [3.0483, 1.1261, -1.4575], [1.3412, 1.5743, -1.4740], [-1.6388, -1.7377, -2.3389], [-2.4345, 0.6938, 1.6345], [-0.4514, -0.7841, 1.6664], [-1.2012, 0.3013, 0.9447], [0.7839, -0.0469, 1.8521], [-0.2850, -1.4765, 0.9366], [-1.3517, 0.0741, -0.0435], [0.8282, 0.1355, 2.8541], [-0.1511, 0.8919, 1.1714], [-2.1736, 0.9470, 2.6609], [-3.1508, -0.1276, 1.6427], [-2.8694, 1.5600, 1.1351]],
  "mulliken_charge": [-0.24, -1.16, -0.41, 0.01, 0.29, 0.21, 0.35, 0.32, 0.29, 0.38, -0.81, -0.42, 0.00, -0.78, 0.32, 0.13, 0.19, 0.38, 0.30, 0.30, 0.35],
  "orbital_gap_ha": 0.317,
  "e_homo_ev": -7.81,
  "spin_multiplicity": 1,
  "e_above_lowest_kj_mol": 575.57,
  "total_charge": 0
}

---

{
  "formula": "C5H13N3",
  "method": "ωB97M-V/def2-TZVPD",
  "elements": ["C", "C", "C", "C", "N", "C", "N", "N", "H", "H", "H", "H", "H", "H", "H", "H", "H", "H", "H", "H", "H"],
  "positions_angstrom": [[-0.3701, 0.8380, -2.7353], [-0.9269, 0.3482, -1.3786], [0.2926, -0.3453, -0.4669], [-0.3871, -1.0523, 0.6991], [2.0127, -0.1154, 3.2190], [1.3139, -0.8918, 2.4814], [-0.0458, -0.6030, 2.0680], [-1.4007, 1.2775, -0.4463], [0.7164, 0.6222, -2.7025], [-0.5226, 1.9700, -2.8771], [-0.9303, 0.4583, -3.5445], [-1.4783, -0.5839, -1.6669], [0.9468, -1.2568, -0.8884], [0.9413, 0.5102, -0.0968], [-0.2698, -2.1191, 0.6951], [-1.5296, -0.9417, 0.4403], [3.0806, -0.2188, 3.4049], [1.7635, -1.8642, 1.9902], [-0.4140, 0.2678, 2.4826], [-2.0961, 1.8185, -0.7098], [-0.6965, 1.8817, 0.0325]],
  "mulliken_charge": [-1.16, 0.21, -0.62, -0.80, -0.68, 0.10, -0.32, -0.45, 0.29, 0.25, 0.34, 0.22, 0.24, 0.36, 0.41, 0.37, 0.24, 0.29, 0.32, 0.20, 0.19],
  "orbital_gap_ha": 0.359,
  "e_homo_ev": -8.67,
  "smiles": "[H]/N=C/NCC[C@H](C)N",
  "spin_multiplicity": 1,
  "e_above_lowest_kj_mol": 269.24,
  "total_charge": 0
}

---

{
  "formula": "C5H13N3",
  "method": "ωB97M-V/def2-TZVPD",
  "elements": ["C", "C", "C", "C", "C", "N", "N", "N", "H", "H", "H", "H", "H", "H", "H", "H", "H", "H", "H", "H", "H"],
  "positions_angstrom": [[-1.4213, -1.3675, 1.0351], [0.1556, 1.7225, -1.7833], [1.5268, 0.8506, 0.6644], [-0.2791, 0.4333, -1.0832], [0.0180, 0.3963, 0.4409], [0.7487, -1.9650, 0.7142], [-1.7949, -2.3958, 1.6913], [-0.0829, -1.0419, 0.7367], [-2.0325, -0.4184, 0.8157], [-0.0475, 2.6285, -1.1516], [1.1925, 1.8451, -1.9528], [-0.4014, 1.7346, -2.7420], [1.9894, 0.7930, -0.3643], [2.0694, 0.1389, 1.1661], [1.5820, 1.7956, 1.2768], [0.1037, -0.4460, -1.4579], [-1.3963, 0.5355, -1.1351], [-0.7412, 0.9286, 1.1274], [1.6790, -1.8255, 0.5067], [-2.8063, -2.6396, 2.1097], [-1.2107, -3.2018, 1.6363]],
  "mulliken_charge": [0.33, -1.25, -1.52, -0.51, 0.16, -0.72, -0.19, 0.78, 0.32, 0.37, 0.44, 0.35, 0.43, 0.50, 0.30, 0.46, 0.39, 0.36, 0.28, 0.41, 0.31],
  "orbital_gap_ha": 0.269,
  "e_homo_ev": -19.57,
  "smiles": "[H]/N=[N+](/C=[NH2+])[C@@H](C)CC",
  "spin_multiplicity": 1,
  "e_above_lowest_kj_mol": 463.11,
  "total_charge": 2
}

---

| no. | total energy (eV) |
| --- | --- |
| 1 | -10415.691 |
| 2 | -10416.662 |
| 3 | -10416.068 |
| 4 | -10413.855 |
| 5 | -10415.763 |
| 6 | -10409.356 |
| 7 | -21246.151 |
| 8 | -19209.490 |
| 9 | -9865.307 |
| 10 | -9860.401 |
| 11 | -9863.576 |
| 12 | -9843.604 |